{"formula": "C20H27AsF6MoN5O6P2", "method": "ωB97M-V with the def2-TZVPD basis set", "de_lowest_kcal_mol": 0.00, "charge": -2, "orbital_gap_ev": [5.586, 6.422], "spin_multiplicity": 4, "homo_ev": [-1.39, -2.22], "s_squared": 3.76, "fmax_ev_per_a": 0.1, "elements": ["Mo", "C", "P", "C", "C", "C", "P", "C", "C", "H", "H", "H", "H", "H", "H", "H", "H", "H", "H", "H", "H", "H", "H", "H", "H", "O", "C", "O", "C", "O", "O", "N", "C", "N", "O", "H", "H", "H", "H", "F", "As", "F", "F", "F", "F", "F", "C", "C", "C", "C", "C", "C", "C", "H", "H", "H", "H", "H", "N", "C", "O", "C", "C", "N", "C", "N", "H", "H"], "positions_angstrom": [[0.660, -0.151, 0.279], [-3.287, 1.835, 2.480], [-1.678, 1.852, 1.616], [-0.948, 3.410, 2.263], [-2.083, 2.360, -0.091], [-2.563, 1.183, -0.933], [-1.202, 0.039, -1.408], [-0.794, 0.586, -3.102], [-2.143, -1.490, -1.718], [-3.727, 2.832, 2.533], [-3.129, 1.450, 3.488], [-3.964, 1.154, 1.963], [-1.574, 4.271, 2.016], [0.040, 3.544, 1.824], [-0.844, 3.339, 3.346], [-1.208, 2.840, -0.530], [-2.859, 3.128, -0.015], [-3.055, 1.529, -1.847], [-3.285, 0.583, -0.373], [-1.672, 0.580, -3.753], [-0.038, -0.097, -3.495], [-0.360, 1.586, -3.066], [-3.044, -1.277, -2.298], [-2.415, -1.941, -0.763], [-1.520, -2.196, -2.266], [4.638, -0.892, -0.703], [3.560, -0.619, -0.205], [2.444, -0.521, -0.866], [3.403, -0.373, 1.332], [4.371, -0.377, 2.061], [2.170, -0.185, 1.696], [4.043, 0.003, -3.433], [3.025, -0.393, -4.244], [2.362, 0.648, -4.897], [2.738, -1.561, -4.470], [3.982, 0.942, -3.069], [4.306, -0.656, -2.702], [2.248, 1.490, -4.350], [1.502, 0.326, -5.310], [1.117, 2.085, -0.037], [1.995, 3.325, -0.997], [2.118, 2.191, -2.310], [0.450, 3.815, -1.635], [2.796, 4.536, -1.932], [1.778, 4.413, 0.326], [3.472, 2.754, -0.343], [-0.901, 0.373, 1.662], [-0.999, -0.377, 2.933], [-0.700, 0.190, 4.183], [-0.841, -0.526, 5.365], [-1.259, -1.849, 5.339], [-1.526, -2.444, 4.110], [-1.400, -1.723, 2.936], [-0.310, 1.201, 4.217], [-0.596, -0.051, 6.309], [-1.353, -2.414, 6.259], [-1.832, -3.483, 4.054], [-1.607, -2.203, 1.990], [1.140, -2.774, -1.781], [0.419, -3.073, -0.685], [0.284, -2.219, 0.254], [-0.254, -4.323, -0.604], [-0.101, -5.288, -1.622], [0.049, -6.069, -2.462], [-1.177, -4.576, 0.436], [-1.949, -4.814, 1.263], [1.780, -1.982, -1.734], [1.306, -3.477, -2.482]], "forces_ev_per_a": [[0.072, -0.085, 0.075], [0.001, -0.005, 0.001], [0.030, -0.026, -0.003], [-0.009, -0.008, -0.018], [-0.002, 0.000, 0.040], [-0.021, -0.002, -0.028], [-0.002, -0.013, -0.038], [0.020, -0.012, 0.005], [0.022, -0.026, 0.003], [0.004, 0.003, -0.001], [0.000, 0.004, 0.008], [0.002, 0.005, -0.005], [0.007, 0.009, 0.008], [-0.001, -0.001, -0.004], [-0.012, -0.009, 0.004], [0.005, 0.002, -0.020], [0.003, 0.003, 0.012], [-0.001, -0.001, 0.000], [0.000, 0.007, 0.004], [0.004, 0.006, -0.005], [-0.006, 0.003, -0.010], [-0.004, 0.000, 0.007], [0.003, 0.005, -0.002], [-0.001, 0.006, 0.004], [-0.014, -0.004, -0.001], [-0.031, -0.009, -0.013], [-0.096, -0.007, -0.058], [0.120, 0.040, 0.031], [-0.003, -0.005, -0.015], [0.002, 0.003, 0.007], [-0.015, -0.004, -0.016], [0.029, -0.061, 0.010], [-0.013, 0.022, -0.005], [0.004, -0.009, 0.031], [0.016, 0.008, 0.000], [-0.016, 0.007, -0.001], [-0.016, 0.036, -0.016], [0.009, 0.003, -0.002], [0.006, -0.010, -0.003], [0.002, 0.041, 0.015], [0.033, 0.002, -0.010], [-0.020, 0.006, 0.002], [-0.011, 0.010, -0.009], [-0.012, 0.000, 0.010], [-0.003, 0.004, -0.002], [-0.002, -0.019, -0.019], [-0.085, 0.036, 0.018], [0.054, 0.052, 0.003], [-0.026, -0.039, 0.014], [0.004, 0.031, -0.016], [-0.010, -0.020, 0.008], [0.007, -0.005, 0.013], [0.000, 0.020, -0.006], [0.004, 0.000, 0.001], [-0.001, -0.004, 0.000], [-0.003, -0.002, -0.002], [0.000, -0.003, -0.006], [-0.002, -0.020, -0.006], [0.009, -0.034, -0.015], [0.016, 0.055, 0.007], [-0.032, 0.022, 0.003], [-0.056, 0.019, -0.023], [0.049, -0.059, 0.068], [-0.023, 0.035, -0.039], [0.034, -0.029, 0.010], [-0.013, 0.014, -0.004], [-0.003, 0.008, 0.002], [-0.006, 0.002, -0.005]], "mulliken_charge": [-0.21, -1.52, 1.41, -1.43, -0.72, -1.40, 1.94, -1.51, -1.66, 0.42, 0.41, 0.35, 0.46, 0.24, 0.44, 0.06, 0.58, 0.67, 0.35, 0.51, 0.22, 0.33, 0.47, 0.30, 0.42, -0.80, 0.56, -0.17, 0.28, -0.72, -0.72, -0.48, 0.65, -0.61, -0.67, 0.26, 0.29, 0.29, 0.30, -0.60, 2.21, -0.47, -0.49, -0.52, -0.53, -0.47, 0.74, -0.28, 0.01, -0.67, -0.45, -0.75, 0.04, 0.23, 0.38, 0.36, 0.46, 0.00, 0.07, 0.46, -0.54, 0.35, -0.17, -0.70, 0.15, -0.73, 0.07, 0.23]}